#P
C9H13N2 | ωB97M-V with the def2-TZVPD basis set

XYZ file:
```
24
Properties=species:S:1:pos:R:3:mulliken_charge:R:1
C 4.13 0.34 0.58 0.350
C 4.12 0.00 -0.93 -0.273
C 2.91 -0.32 -1.20 -0.185
C -1.96 0.26 -0.33 -0.490
C -1.16 1.22 0.62 -0.863
C -1.51 -1.09 0.17 -0.788
C 0.30 1.19 0.39 -0.740
C 0.00 -1.33 0.22 -0.876
C 0.86 -0.33 0.93 0.047
N 3.17 0.07 1.32 -0.749
N 2.22 -0.55 0.65 0.462
H 5.00 0.14 -1.52 0.439
H 2.31 -0.69 -2.07 0.400
H -3.08 0.42 -0.22 0.310
H -1.55 0.46 -1.32 0.280
H -1.57 2.22 0.40 0.331
H -1.42 1.13 1.67 0.385
H -1.97 -1.25 1.11 0.396
H -1.93 -1.82 -0.54 0.343
H 0.52 1.26 -0.65 0.368
H 0.90 1.93 0.78 0.548
H 0.15 -2.30 0.61 0.426
H 0.22 -1.56 -0.79 0.298
H 0.76 -0.33 1.95 0.581
```

Properties
⟨S²⟩: 2.0256
Kohn-Sham gap (alpha / beta) (Eh): 0.3446 / 0.2446
Spin multiplicity: 3
Net charge: +1
HOMO level (alpha / beta) (eV): -13.86 / -14.13

=====

#Q
C9H13N2 | ωB97M-V with the def2-TZVPD basis set

XYZ file:
```
24
Properties=species:S:1:pos:R:3:mulliken_charge:R:1
C 0.46 -1.63 0.38 -0.491
C 1.15 0.15 -1.17 -0.202
C -0.47 -0.95 1.15 0.698
C 1.29 -1.13 -0.62 0.717
C -0.63 0.35 0.74 -0.151
C -0.36 2.18 -0.33 0.172
C -1.33 -1.51 2.28 -1.458
C 2.41 -2.05 -1.13 -1.701
C -1.34 2.78 -1.22 -1.194
N 0.22 0.89 -0.68 -0.017
N -0.98 1.60 0.91 -0.213
H 0.58 -2.70 0.48 0.411
H 1.94 0.43 -1.89 0.364
H 0.37 2.86 0.15 0.379
H -1.43 -0.84 3.06 0.392
H -0.95 -2.57 2.54 0.354
H -2.35 -1.83 2.09 0.358
H 2.98 -1.51 -1.86 0.390
H 2.02 -2.91 -1.49 0.452
H 3.11 -2.25 -0.39 0.436
H -1.04 2.67 -2.21 0.344
H -1.46 3.85 -0.99 0.321
H -2.33 2.20 -1.12 0.360
H -1.85 1.93 1.32 0.281
```

Properties
⟨S²⟩: 2.0137
Kohn-Sham gap (alpha / beta) (Eh): 0.2555 / 0.2684
Spin multiplicity: 3
Net charge: +1
HOMO level (alpha / beta) (eV): -9.95 / -13.78

=====

Verdict on stability: #Q comes out on top.

=====

#P
C4H6BrF | ωB97M-V with the def2-TZVPD basis set

XYZ file:
```
12
Properties=species:S:1:pos:R:3:mulliken_charge:R:1
C 1.36 2.92 1.26 -0.228
C -0.27 0.27 0.61 -0.051
C -0.49 -1.62 -1.14 -1.074
C 0.25 -0.97 0.03 -0.180
F -1.49 0.55 0.16 -0.165
Br 0.14 3.90 0.35 0.032
H 0.95 2.73 2.27 0.186
H -0.04 -2.58 -1.39 0.342
H -0.45 -0.97 -2.01 0.304
H -1.53 -1.78 -0.88 0.298
H 0.24 -1.63 0.91 0.265
H 1.32 -0.81 -0.18 0.271
```

Properties
Kohn-Sham gap (Eh): 0.2950
Spin multiplicity: 1
HOMO level (eV): -8.55

=====

#Q
C4H6BrF | ωB97M-V with the def2-TZVPD basis set

XYZ file:
```
12
Properties=species:S:1:pos:R:3:mulliken_charge:R:1
C 0.67 0.85 -0.29 -0.701
C -0.44 0.16 -0.07 0.313
C 1.57 3.05 -1.64 -0.098
C -0.46 -0.95 0.92 -1.003
F 2.09 3.68 -0.56 -0.085
Br 3.00 2.78 -2.83 -0.026
H 0.62 1.75 -0.94 0.370
H 1.72 0.63 0.31 0.082
H -1.41 0.44 -0.55 0.319
H -0.85 -1.92 0.51 0.255
H -1.17 -0.81 1.72 0.265
H 0.57 -1.03 1.15 0.310
```

Properties
Kohn-Sham gap (Eh): 0.3271
Spin multiplicity: 1
HOMO level (eV): -9.65

=====

Verdict on stability: #Q comes out on top.

=====

#P
C9H10N2O2 | ωB97M-V with the def2-TZVPD basis set

XYZ file:
```
23
Properties=species:S:1:pos:R:3:mulliken_charge:R:1
C 0.60 -0.63 -0.17 -0.313
C -0.42 -0.13 -0.53 0.143
C 2.51 -0.05 -1.33 0.188
C 3.26 1.06 0.53 0.313
C -3.07 2.21 0.30 -0.897
C -1.95 1.67 -0.17 -0.127
C 2.55 -0.99 -0.17 0.973
C 2.78 -2.48 -0.31 -1.301
C -1.71 0.38 -0.83 -0.642
N 2.86 1.20 -0.77 0.026
N 3.20 -0.29 0.89 -0.270
O 2.31 -0.24 -2.48 -0.586
O 3.62 1.91 1.29 -0.575
H -2.96 3.20 0.63 0.285
H -4.05 1.80 0.15 0.308
H -1.00 2.07 0.11 0.304
H 3.69 -2.61 -0.80 0.379
H 1.95 -2.65 -1.09 0.311
H 2.76 -2.80 0.68 0.385
H -2.37 -0.42 -0.46 0.311
H -1.94 0.45 -1.88 0.327
H 2.84 2.04 -1.23 0.117
H 2.80 -0.43 1.81 0.340
```

Properties
Kohn-Sham gap (Eh): 0.3538
Spin multiplicity: 1
HOMO level (eV): -9.61

=====

#Q
C9H10N2O2 | ωB97M-V with the def2-TZVPD basis set

XYZ file:
```
23
Properties=species:S:1:pos:R:3:mulliken_charge:R:1
C -2.21 0.75 0.61 -0.711
O -0.94 1.10 0.63 -0.417
C 0.03 0.28 0.24 0.112
C -0.37 -1.11 -0.27 0.296
C -0.76 -2.06 0.72 -1.768
C -0.37 -1.31 -1.60 -0.422
N 0.01 -0.42 -2.58 -0.513
C 0.65 0.63 -2.50 0.775
O 1.24 1.62 -2.71 -0.444
C 1.28 0.71 0.39 1.412
C 1.77 1.90 1.09 -1.531
C 2.24 -0.27 -0.04 0.181
N 3.00 -1.06 -0.44 -0.599
H -2.86 1.54 1.07 0.292
H -2.43 -0.17 1.15 0.235
H -2.60 0.47 -0.43 0.289
H -0.52 -3.08 0.30 0.429
H -1.80 -2.06 0.86 0.438
H -0.29 -1.99 1.64 0.369
H -0.86 -2.10 -2.00 0.644
H 2.57 1.64 1.83 0.349
H 1.00 2.45 1.74 0.299
H 2.22 2.55 0.28 0.283
```

Properties
Kohn-Sham gap (Eh): 0.3483
Spin multiplicity: 1
HOMO level (eV): -8.89
SMILES: COC(/C(C)=C\N=C=O)=C(\C)C#N

=====

Verdict on stability: #Q comes out on top.

=====

#P
CH3IO3S | ωB97M-V with the def2-TZVPD basis set

XYZ file:
```
9
Properties=species:S:1:pos:R:3:mulliken_charge:R:1
C 0.00 0.36 0.34 -0.550
O 2.13 1.54 -0.90 -0.456
O 1.11 0.45 1.19 -0.255
O 3.06 -0.52 0.32 -0.413
S 2.42 0.98 0.39 0.635
I 4.90 -0.32 -0.24 0.285
H -0.81 -0.17 1.00 0.207
H 0.39 -0.21 -0.53 0.304
H -0.22 1.49 0.04 0.243
```

Properties
Kohn-Sham gap (Eh): 0.3339
Spin multiplicity: 1
HOMO level (eV): -9.93

=====

#Q
CH3IO3S | ωB97M-V with the def2-TZVPD basis set

XYZ file:
```
9
Properties=species:S:1:pos:R:3:mulliken_charge:R:1
C 0.52 -0.53 0.81 -0.861
O 1.42 -0.95 -1.63 -0.514
O 0.04 1.09 -1.17 -0.474
O -2.29 0.78 0.63 -0.655
S 0.15 -0.62 -1.02 0.647
I -1.71 1.78 -0.81 0.863
H -0.11 0.09 1.38 0.359
H 0.52 -1.54 1.19 0.306
H 1.46 -0.09 0.63 0.329
```

Properties
Kohn-Sham gap (Eh): 0.3092
Spin multiplicity: 1
HOMO level (eV): -9.36

=====

Verdict on stability: #P comes out on top.

=====

#P
C8H26O6 | ωB97M-V with the def2-TZVPD basis set

XYZ file:
```
40
Properties=species:S:1:pos:R:3:mulliken_charge:R:1
C -3.54 -1.09 1.63 -1.412
C -2.22 -0.86 1.21 0.795
C -1.71 0.37 1.42 -0.519
C -0.34 0.88 1.24 -1.340
C 0.39 0.88 0.11 0.270
C 1.96 0.74 0.22 -0.647
C 2.83 1.51 -0.91 -0.760
C 2.62 0.80 -2.38 -1.252
H -3.65 -0.53 2.50 0.404
H -3.70 -2.09 2.05 0.365
H -4.40 -0.88 0.90 0.202
H -1.51 -1.60 0.76 -0.077
H -2.29 1.19 1.87 0.254
H 0.01 1.11 2.18 0.735
H -0.10 0.54 -0.79 0.573
H 2.25 1.09 1.24 0.399
H 2.11 -0.26 -0.03 0.221
H 3.79 1.26 -0.72 0.573
H 2.69 2.67 -0.84 0.221
H 2.06 1.47 -2.97 0.334
H 2.25 -0.15 -2.40 0.397
H 3.69 0.68 -2.61 0.384
O 2.63 -3.38 0.38 -0.650
H 1.80 -3.11 -0.05 0.245
H 2.23 -3.67 1.22 0.345
O -1.91 -0.66 -2.08 -0.671
H -2.61 -0.82 -1.48 0.300
H -1.84 0.30 -2.07 0.358
O -0.25 3.87 0.25 -0.729
H -0.01 3.16 0.97 0.364
H -1.19 4.15 0.49 0.347
O 0.59 -2.77 2.37 -0.635
H 0.30 -2.10 1.75 0.275
H 0.61 -2.27 3.14 0.320
O -0.88 2.79 -2.08 -0.732
H 0.05 2.40 -1.99 0.287
H -0.90 3.22 -1.18 0.474
O -0.20 -2.97 -1.11 -0.558
H -0.82 -3.56 -0.75 0.281
H -0.76 -2.32 -1.48 0.261
```

Properties
Kohn-Sham gap (Eh): 0.3537
Spin multiplicity: 1
HOMO level (eV): -9.38
SMILES: C/C=C/C=C/CCC.O.O.O.O.O.O

=====

#Q
C8H26O6 | ωB97M-V with the def2-TZVPD basis set

XYZ file:
```
40
Properties=species:S:1:pos:R:3:mulliken_charge:R:1
C -1.12 2.24 -1.93 -1.524
C -0.75 1.91 -0.63 0.642
C 0.57 1.70 -0.01 -1.302
C -1.78 1.27 0.26 0.764
C -1.94 1.79 1.45 -1.275
C -2.78 0.23 -0.33 -0.888
C -1.90 -1.11 -0.33 0.611
C -2.59 -2.32 -0.83 -1.876
H -2.12 2.08 -2.15 0.275
H -0.52 2.72 -2.58 0.497
H 0.63 1.05 0.86 0.128
H 0.74 2.70 0.39 0.422
H 1.37 1.66 -0.66 0.656
H -1.25 2.26 1.89 0.692
H -2.54 1.24 2.25 0.301
H -3.12 0.56 -1.44 0.198
H -3.77 0.18 0.30 0.328
H -1.71 -1.02 0.81 0.022
H -0.95 -0.82 -0.91 0.274
H -2.88 -2.30 -1.84 0.350
H -3.53 -2.44 -0.34 0.430
H -1.81 -3.12 -0.55 0.410
O 2.81 -2.00 -2.71 -0.661
H 3.03 -1.04 -2.92 0.333
H 2.11 -2.14 -2.11 0.410
O 3.02 -0.14 -0.61 -0.626
H 3.61 -0.92 -0.71 0.395
H 2.59 -0.10 -1.54 0.198
O 0.23 -2.37 -2.10 -0.599
H -0.48 -2.91 -1.90 0.224
H 0.37 -2.19 -3.04 0.310
O -0.01 0.89 3.68 -0.697
H -0.30 0.31 3.01 0.292
H 0.82 1.27 3.37 0.457
O 2.37 0.95 2.63 -0.689
H 3.32 1.03 2.36 0.313
H 2.08 0.07 2.31 0.333
O 1.05 -1.04 1.30 -0.594
H 1.80 -1.22 0.76 0.318
H 0.35 -1.40 0.88 0.144
```

Properties
Kohn-Sham gap (Eh): 0.3127
Spin multiplicity: 1
HOMO level (eV): -8.57
SMILES: C=C(C)C(=C)CCC.O.O.O.O.O.O

=====

Verdict on stability: #P comes out on top.

=====

#P
C9H12N5 | ωB97M-V with the def2-TZVPD basis set

XYZ file:
```
26
Properties=species:S:1:pos:R:3:mulliken_charge:R:1
C 0.96 1.93 2.28 -0.338
N -0.03 1.74 3.08 -0.463
C -0.70 0.58 2.96 -0.121
N -0.68 -0.22 1.97 -0.563
C 0.27 -0.08 0.81 0.548
N -0.62 0.27 -0.31 0.026
C -1.65 -0.76 -0.63 -0.604
C -1.45 -1.08 -2.10 -0.619
C 0.07 -0.61 -2.36 -0.596
C 0.21 0.61 -1.57 -0.335
N 0.98 -1.20 0.40 -0.441
C 2.26 -1.03 0.71 -0.236
N 2.49 0.24 1.36 -0.472
C 1.39 0.88 1.44 0.438
H 1.42 2.94 2.20 0.399
H -1.27 0.29 3.70 0.597
H -1.01 1.16 -0.06 0.467
H -2.58 -0.42 -0.38 0.541
H -1.39 -1.60 0.01 0.310
H -2.23 -0.72 -2.80 0.341
H -1.67 -2.14 -2.24 0.344
H 0.82 -1.36 -2.16 0.279
H 0.11 -0.35 -3.41 0.407
H 1.30 0.86 -1.17 0.277
H -0.10 1.56 -2.04 0.373
H 3.10 -1.50 0.32 0.442
```

Properties
Kohn-Sham gap (Eh): 0.3031
Spin multiplicity: 1
Net charge: +1
HOMO level (eV): -13.64
SMILES: C1=NC=N[C@]2([NH+]3CCCC3)N=CN=C12

=====

#Q
C9H12N5 | ωB97M-V with the def2-TZVPD basis set

XYZ file:
```
26
Properties=species:S:1:pos:R:3:mulliken_charge:R:1
C 0.07 -2.46 -0.75 -0.742
C -0.53 -2.66 0.38 0.254
C 2.07 -0.76 -0.85 -0.888
C 0.68 -1.13 -1.07 0.577
C 2.08 0.38 -0.13 0.435
C -2.39 -0.55 -0.82 -0.172
C -1.33 -0.04 -0.14 0.346
C 3.24 1.25 0.09 -1.149
C -3.33 1.11 0.34 -0.420
N 0.81 0.76 0.22 -1.216
N -1.18 -2.42 1.40 -0.458
N -3.47 0.08 -0.59 -0.514
N -0.02 -0.09 -0.32 0.850
N -1.78 1.19 0.51 -0.033
H 0.34 -3.28 -1.45 0.389
H 2.94 -1.14 -1.26 0.433
H 0.30 -0.95 -2.11 0.286
H -2.51 -1.52 -1.43 0.399
H 4.17 0.66 0.27 0.348
H 3.33 1.80 -0.85 0.277
H 3.06 1.91 0.95 0.338
H -3.84 0.83 1.29 0.297
H -3.72 2.12 0.14 0.343
H -1.44 1.37 1.43 0.311
H -1.40 1.83 -0.19 0.408
H -0.80 -2.56 2.35 0.300
```

Properties
Kohn-Sham gap (alpha / beta) (Eh): 0.2601 / 0.2610
Spin multiplicity: 1
Net charge: +1
HOMO level (alpha / beta) (eV): -11.41 / -11.45

=====

Verdict on stability: #P comes out on top.